## one
11
Properties=species:S:1:pos:R:3 method="wB97M-V/def2-TZVPD" multiplicity=1 homo_ev=-9.06 orbital_gap_ev=8.896
O 0.4279 -0.6679 -2.9317
H -1.2802 -0.5519 0.6637
C -0.5079 0.2909 2.1679
S -1.8198 1.0048 2.8631
S 0.8620 -0.9318 0.0399
N 0.5737 0.4366 -2.3571
H 0.5508 0.1798 2.6601
H -0.1097 -1.3804 -2.3118
C 0.8516 0.4938 -1.0778
H 0.8950 1.6011 -0.7591
N -0.4432 -0.4750 1.0428

***

## two
11
Properties=species:S:1:pos:R:3 method="wB97M-V/def2-TZVPD" multiplicity=1 homo_ev=-8.77 orbital_gap_ev=8.095
C 0.6534 -0.9487 -0.0412
N -0.3203 1.3329 0.0150
O 0.8696 1.6992 0.5319
C -0.4911 0.1219 -0.2348
H -1.5519 -1.1643 -1.2914
S 1.0348 -2.0517 -1.1701
N -1.7379 -0.6753 -0.3729
H -2.5220 -0.0478 -0.6156
S 1.4900 -1.3433 1.5632
H 1.0126 2.8204 -0.2298
H 1.5629 0.2567 1.8458

***

## three
11
Properties=species:S:1:pos:R:3 method="wB97M-V/def2-TZVPD" multiplicity=1 homo_ev=-8.97 orbital_gap_ev=8.670 smiles="NC(=O)NSC=S"
H -0.3436 1.1262 -0.6580
S -1.1768 -0.8815 -1.2653
C -2.2441 -0.7437 0.0396
H 2.7630 0.6902 0.8254
O 1.2437 -1.3199 0.3936
N 0.0500 0.1999 -0.8312
H -3.0229 -1.5079 -0.0798
S -2.0959 0.1162 1.4297
H 1.8498 1.6465 -0.2242
N 1.8882 0.8681 0.3664
C 1.0887 -0.1939 0.0038

***

## four
11
Properties=species:S:1:pos:R:3 method="wB97M-V/def2-TZVPD" multiplicity=1 homo_ev=-8.66 orbital_gap_ev=9.182 smiles="NC(=S)O/C=N/S"
N 0.9322 1.3853 -0.0069
H -3.4205 1.3296 0.0573
H 1.5612 2.1099 -0.0255
S -3.1786 -0.0036 -0.0150
N -1.4743 0.2059 0.0219
S 3.0729 -0.1911 -0.0034
C 1.4530 0.1791 0.0030
O 0.5731 -0.8982 -0.0036
H -0.0566 1.5688 0.0542
H -1.2094 -1.8355 0.0157
C -0.7819 -0.8476 0.0163

***

Each structure's energy above the most stable one, in hartree: one 0.1439; two 0.2076; three 0.0000; four 0.0336.

***

## one
11
Properties=species:S:1:pos:R:3 method="wB97M-V/def2-TZVPD" multiplicity=1 homo_ev=-8.83 orbital_gap_ev=9.296 smiles="O=C1NSCSN1"
H -1.2034 0.0330 1.4560
N 0.6260 -1.1953 -0.4170
O 2.5365 -0.0394 -0.0704
H 1.1386 -1.9816 -0.0493
H 1.2265 1.9353 -0.0421
S -1.0189 1.4896 -0.4912
S -1.0805 -1.4493 -0.4927
H -2.6616 0.0094 0.4359
N 0.6690 1.1921 -0.4184
C -1.5726 0.0260 0.3999
C 1.3403 -0.0196 -0.3107

***

## two
11
Properties=species:S:1:pos:R:3 method="wB97M-V/def2-TZVPD" multiplicity=1 homo_ev=-8.83 orbital_gap_ev=7.979
H 0.2849 -1.6802 1.6184
N 0.8602 -0.8799 -0.0865
H 0.4010 -1.6349 -0.6518
H 1.5057 1.1613 1.2271
H -2.5556 -0.0506 -2.1247
C 0.6160 1.4236 0.7078
S -0.0110 2.8510 0.8666
O 1.1137 -1.2599 1.2309
S -1.4332 -0.7297 -1.8898
C 0.1317 0.2987 -0.1111
N -0.9134 0.5006 -0.7869

***

## three
11
Properties=species:S:1:pos:R:3 method="wB97M-V/def2-TZVPD" multiplicity=1 homo_ev=-9.00 orbital_gap_ev=9.367
N -1.1334 -0.0589 -0.0079
S -2.8415 0.0426 0.0063
C -0.6125 -1.2024 -0.2207
N 1.8484 1.1791 0.1991
H -1.1741 -2.1282 -0.3934
H 2.7030 -0.3508 1.1708
S 1.1047 -1.4882 -0.2763
O 0.9312 1.6428 -0.6840
H -2.8724 1.3421 0.3751
H 0.1237 1.0869 -0.6161
C 1.9227 -0.0649 0.4470

***

## four
11
Properties=species:S:1:pos:R:3 method="wB97M-V/def2-TZVPD" multiplicity=1 homo_ev=-7.92 orbital_gap_ev=8.290 smiles="S/N=C1/NSCO1"
H 0.5828 0.8240 2.2232
C 1.1651 0.0248 -1.0455
H 1.7885 -0.9359 -1.0103
N 0.7117 0.4171 1.3182
S 1.8252 1.0998 0.1820
N -1.4649 -0.3866 1.1580
O -0.1689 -0.2257 -0.6967
S -2.8931 -0.6595 0.2734
H -2.3600 -0.4603 -0.9752
H 1.1798 0.3956 -2.0751
C -0.3663 -0.0933 0.6480

***

Each structure's energy above the most stable one, in hartree: one 0.0000; two 0.1161; three 0.0974; four 0.0519.